# 1
The following is a DFT calculation (ωB97M-V/def2-TZVPD) of C44H66FN2O4P2SSiTi as an isolated structure.

Total energy   -4446.64958 a.u.
Lowest unoccupied orbital energy (spin up / spin down)   4.159 / 4.156 eV
Spin multiplicity   2
Net charge   -2
⟨S²⟩   0.764
ΔE to the lowest compared entry with this formula, charge and spin   2.2976 eV
HOMO-LUMO gap (spin up / spin down)   5.4 / 6.2 eV

Last column: Mulliken spin population.
Element x y z (Å)
Ti (0.32086, 1.20329, -0.23056)  0.784
C (4.42691, 1.37583, -3.76107)  0.001
C (2.96296, 1.40254, -3.33629)  0.004
C (2.06828, 0.79077, -4.41365)  -0.002
P (2.48733, 0.62858, -1.68007)  -0.028
C (3.59995, -0.87469, -1.41508)  0.006
C (3.45360, -1.91072, -2.52376)  0.000
C (5.05538, -0.55867, -1.08601)  0.003
C (3.13077, 1.81318, -0.45078)  0.046
C (3.77801, 3.01570, -0.68441)  -0.058
C (3.80643, 4.01299, 0.27986)  0.106
C (3.07153, 3.84684, 1.45819)  -0.059
C (2.43008, 2.66198, 1.72877)  0.104
C (2.45908, 1.59374, 0.80293)  -0.017
N (1.91904, 0.33320, 1.01191)  -0.035
C (2.16174, -0.30055, 2.19787)  0.032
C (3.09137, 0.21637, 3.13568)  -0.007
C (3.35767, -0.38741, 4.34130)  0.004
C (2.74229, -1.58256, 4.68418)  -0.006
C (1.93628, -2.18759, 3.73576)  0.005
C (1.64449, -1.59125, 2.51917)  0.003
P (0.86766, -2.59079, 1.19877)  0.009
C (-0.21416, -3.86443, 2.11774)  0.000
C (-1.08464, -4.53093, 1.05224)  0.000
C (-1.11914, -3.33583, 3.22528)  0.000
C (2.43745, -3.72844, 0.84035)  -0.001
C (3.74357, -3.25246, 1.47437)  0.000
C (2.33122, -5.23266, 1.08177)  0.000
H (4.57431, 2.01170, -4.63474)  0.000
H (4.73964, 0.37143, -4.03247)  0.000
H (5.07588, 1.73034, -2.96688)  0.000
H (2.64759, 2.44787, -3.20905)  0.000
H (2.31060, -0.25630, -4.58323)  0.000
H (2.18456, 1.32097, -5.35983)  -0.001
H (1.02583, 0.85266, -4.10869)  0.001
H (3.13993, -1.29803, -0.51189)  -0.001
H (3.93645, -1.59559, -3.44688)  0.000
H (2.39834, -2.08954, -2.72406)  0.000
H (3.91161, -2.85287, -2.22077)  0.000
H (5.62439, -0.28807, -1.97209)  0.000
H (5.53755, -1.42377, -0.62955)  0.000
H (5.09919, 0.26775, -0.37653)  -0.002
H (4.25720, 3.19761, -1.63694)  -0.002
H (4.33908, 4.93553, 0.09258)  0.011
H (3.01282, 4.66339, 2.16702)  -0.002
H (1.84876, 2.54900, 2.63823)  0.011
H (3.63657, 1.11644, 2.88596)  -0.002
H (4.06939, 0.06968, 5.02210)  0.000
H (2.93412, -2.06051, 5.63826)  0.000
H (1.55104, -3.17897, 3.93226)  0.000
H (0.44875, -4.61711, 2.55556)  0.000
H (-1.74919, -3.79628, 0.60233)  0.000
H (-1.69448, -5.32374, 1.48846)  0.000
H (-0.48755, -4.96609, 0.25319)  0.000
H (-1.97652, -2.82849, 2.79585)  0.000
H (-0.60298, -2.63480, 3.87281)  0.000
H (-1.47875, -4.17395, 3.83010)  0.000
H (2.53914, -3.59438, -0.24584)  0.000
H (3.77120, -3.49971, 2.53409)  0.000
H (3.87170, -2.17835, 1.38522)  0.000
H (4.59142, -3.74486, 0.99051)  0.000
H (2.32815, -5.45572, 2.14913)  0.000
H (3.19972, -5.73375, 0.64304)  0.000
H (1.43946, -5.65719, 0.63142)  0.000
O (-1.09775, -1.05104, 1.59657)  0.012
H (-0.87798, -0.09628, 1.54586)  -0.004
H (-1.83143, -1.18443, 0.96274)  0.000
F (0.73323, 2.92694, -0.73011)  0.004
C (-2.92830, 2.31676, 1.13525)  -0.006
C (-1.55899, 2.33732, 1.83659)  0.017
C (-1.70460, 1.80490, 3.27749)  0.000
C (-1.00691, 3.77748, 1.86548)  0.004
O (-0.67114, 1.53450, 1.13886)  0.047
H (-3.62150, 3.01218, 1.60753)  -0.001
H (-3.34762, 1.31363, 1.15940)  0.000
H (-2.78571, 2.58744, 0.09264)  0.002
H (-2.33232, 2.47129, 3.86666)  0.000
H (-0.72160, 1.72683, 3.74045)  0.000
H (-2.15319, 0.81489, 3.26618)  0.000
H (-1.78065, 4.49456, 2.13654)  0.000
H (-0.62128, 4.01121, 0.87482)  -0.003
H (-0.18784, 3.85815, 2.57828)  0.000
O (-9.03296, -4.69197, -0.08217)  0.000
C (-8.04115, -4.68876, -1.05734)  0.000
O (-8.22486, -5.38719, -2.04410)  0.000
C (-6.90184, -3.84337, -0.81848)  0.000
C (-6.68771, -3.08992, 0.35991)  0.000
C (-5.60976, -2.25737, 0.47958)  0.000
C (-4.67751, -2.10081, -0.56580)  0.001
S (-3.41851, -0.96815, -0.44762)  0.005
C (-4.86479, -2.88091, -1.72708)  0.000
C (-5.93368, -3.71964, -1.84158)  0.000
H (-8.77436, -4.07016, 0.60782)  0.000
H (-7.36840, -3.15226, 1.20797)  0.000
H (-5.46106, -1.67455, 1.37915)  0.000
H (-4.14413, -2.78449, -2.52716)  0.000
H (-6.08164, -4.30920, -2.73586)  0.000
C (-1.65291, 4.17659, -1.97142)  -0.001
Si (-1.69553, 2.41123, -2.72086)  0.020
C (-3.56930, 2.01583, -2.92194)  -0.002
C (-1.06147, 2.81608, -4.51296)  0.001
N (-0.82709, 1.15882, -1.91719)  0.001
C (-0.83594, -0.12436, -2.37467)  -0.070
C (-0.23463, -1.11495, -1.57365)  0.051
C (-0.14077, -2.42644, -1.98125)  0.001
C (-0.62533, -2.81614, -3.22005)  0.000
C (-1.25112, -1.86889, -4.01580)  0.003
C (-1.36384, -0.55660, -3.60618)  -0.011
H (-2.03770, 4.87853, -2.70784)  0.000
H (-0.64137, 4.47629, -1.73341)  0.000
H (-2.25200, 4.28192, -1.07422)  0.000
H (-4.17773, 2.91717, -2.95017)  0.000
H (-3.91289, 1.39734, -2.09884)  0.001
H (-3.76667, 1.46579, -3.83633)  0.000
H (-1.73718, 3.50922, -5.00782)  0.000
H (-0.98268, 1.93892, -5.14718)  0.000
H (-0.08372, 3.28399, -4.47174)  0.000
H (0.11336, -0.81306, -0.57813)  0.016
H (0.30061, -3.15752, -1.31499)  0.001
H (-0.54008, -3.84587, -3.54154)  0.000
H (-1.66645, -2.16257, -4.97350)  0.000
H (-1.88215, 0.14651, -4.23747)  0.000

# 2
The following is a DFT calculation (ωB97M-V/def2-TZVPD) of a 5-piece molecular cluster, C44H66FN3O5S overall.

Total energy   -2754.63421 a.u.
Lowest unoccupied orbital energy   0.542 eV
HOMO-LUMO gap   7.8 eV

Last column: Löwdin charge in e.
Element x y z (Å)
C (0.99717, -4.13760, 0.28033)  -0.106
C (1.13515, -5.31147, -0.69664)  -0.223
C (2.53855, -5.35935, -1.37489)  -0.195
N (2.51411, -5.23900, -2.85156)  0.006
C (1.73607, -4.17545, -3.36538)  -0.289
C (0.80652, -4.37016, -4.37286)  -0.048
C (0.06257, -3.33735, -4.87163)  -0.104
C (0.24529, -2.06632, -4.35456)  -0.458
C (1.12003, -1.80654, -3.33310)  -0.227
C (1.87883, -2.89967, -2.84085)  0.038
N (1.30969, -0.48776, -2.78122)  0.112
C (0.10448, 0.27893, -2.60153)  -0.210
C (-0.06389, 1.03102, -1.40122)  0.052
C (-1.19443, 1.79425, -1.24758)  -0.152
C (-1.43156, 2.63782, 0.01294)  -0.131
C (-0.18879, 2.79853, 0.91388)  -0.170
C (-0.14182, 1.71750, 1.99673)  -0.195
F (1.16682, 1.49640, 2.43661)  -0.069
C (-2.17360, 1.81958, -2.24408)  -0.148
C (-3.42237, 2.69828, -2.11125)  -0.140
C (-3.05556, 4.09795, -2.71227)  -0.181
C (-4.24982, 5.08755, -2.75572)  -0.258
N (-4.22367, 5.86770, -4.02731)  -0.025
C (-2.05470, 1.07434, -3.39527)  -0.175
C (-3.10295, 1.09223, -4.48175)  -0.133
O (-4.25440, 0.24536, -4.23626)  -0.049
C (-4.02467, -0.81778, -3.37415)  -0.290
C (-4.45236, -0.67375, -2.06423)  -0.020
C (-4.27755, -1.66560, -1.11879)  -0.075
C (-3.65565, -2.85056, -1.49404)  -0.091
C (-3.26327, -2.99761, -2.80428)  -0.083
C (-3.43985, -2.00870, -3.75804)  -0.028
C (-0.89086, 0.31044, -3.54088)  -0.370
S (-0.65462, -0.67050, -5.01359)  1.048
H (0.07672, -4.23183, 0.86951)  0.046
H (1.88085, -4.09718, 0.92989)  0.077
H (0.92513, -3.18535, -0.26410)  0.060
H (0.29977, -5.35225, -1.40438)  0.107
H (1.04716, -6.21737, -0.07476)  0.096
H (3.21131, -4.61409, -0.93392)  0.103
H (2.98741, -6.33399, -1.14717)  0.110
H (2.29510, -6.12353, -3.28748)  0.111
H (0.64385, -5.35525, -4.81275)  0.114
H (-0.67494, -3.45220, -5.66191)  0.111
H (2.59575, -2.75928, -2.03420)  0.105
H (1.86271, -0.50298, -1.94058)  0.091
H (0.68197, 1.04588, -0.61102)  0.093
H (-2.27593, 2.22861, 0.58651)  0.127
H (-1.72968, 3.63320, -0.33224)  0.100
H (0.72151, 2.77620, 0.30687)  0.101
H (-0.25435, 3.77853, 1.40150)  0.114
H (-0.56327, 0.79088, 1.57798)  0.120
H (-0.72175, 1.99559, 2.88487)  0.109
H (-4.26608, 2.25210, -2.64271)  0.099
H (-3.68449, 2.85430, -1.05946)  0.109
H (-2.66111, 3.89294, -3.71863)  0.102
H (-2.19814, 4.47566, -2.13995)  0.103
H (-4.06790, 5.83290, -1.97135)  0.105
H (-5.21183, 4.58622, -2.62371)  0.108
H (-3.30289, 6.30279, -4.05966)  0.060
H (-4.17123, 5.16138, -4.76151)  0.054
H (-2.69154, 0.84175, -5.46710)  0.099
H (-3.49432, 2.11338, -4.55854)  0.113
H (-4.94269, 0.25751, -1.78420)  0.116
H (-4.61562, -1.46128, -0.10538)  0.104
H (-3.49265, -3.61468, -0.73742)  0.099
H (-2.77159, -3.92582, -3.09799)  0.106
H (-3.12270, -2.15728, -4.78517)  0.104
C (5.03665, 0.79435, -0.22375)  -0.155
C (3.72496, 0.54186, 0.49599)  -0.184
C (3.59261, -0.94680, 0.45705)  -0.210
O (4.92800, -1.47032, 0.46817)  -0.135
C (5.86162, -0.39259, 0.24306)  -0.187
H (5.48795, 1.75845, 0.00378)  0.089
H (4.88611, 0.73586, -1.30630)  0.121
H (3.80509, 0.89032, 1.52834)  0.119
H (2.87874, 1.03649, 0.01652)  0.093
H (3.09620, -1.27344, -0.46572)  0.084
H (3.03247, -1.34780, 1.30323)  0.123
H (6.37027, -0.18074, 1.18955)  0.117
H (6.60819, -0.70186, -0.48890)  0.116
C (6.75284, 5.72405, 1.58294)  -0.173
C (5.23820, 5.65967, 1.44690)  -0.171
C (5.07148, 4.71603, 0.26632)  -0.198
O (6.18487, 3.81462, 0.29918)  -0.169
C (7.15704, 4.30051, 1.23320)  -0.198
H (7.09342, 6.03112, 2.57090)  0.112
H (7.16305, 6.42157, 0.84848)  0.114
H (4.80300, 5.21588, 2.34582)  0.115
H (4.76869, 6.62903, 1.28497)  0.112
H (5.10238, 5.25845, -0.68433)  0.120
H (4.14127, 4.14643, 0.31080)  0.114
H (7.13231, 3.65292, 2.11636)  0.119
H (8.15057, 4.24149, 0.78752)  0.118
C (-2.30808, -7.33158, 3.03366)  -0.171
C (-1.76410, -6.30693, 4.01993)  -0.171
C (-0.84036, -5.48349, 3.13586)  -0.208
O (-1.40148, -5.51209, 1.81797)  -0.178
C (-2.43238, -6.50449, 1.76354)  -0.199
H (-3.25131, -7.78125, 3.34112)  0.112
H (-1.57893, -8.13285, 2.88982)  0.115
H (-2.57921, -5.68284, 4.39473)  0.114
H (-1.25229, -6.74696, 4.87477)  0.113
H (0.16164, -5.92375, 3.08812)  0.120
H (-0.74838, -4.44908, 3.46960)  0.120
H (-3.39797, -5.98909, 1.71887)  0.117
H (-2.31560, -7.10108, 0.85781)  0.118
C (-3.48702, 2.88782, 6.69334)  -0.174
C (-2.19177, 3.51449, 7.19065)  -0.173
C (-1.31324, 3.43750, 5.95180)  -0.207
O (-2.18797, 3.53606, 4.82102)  -0.157
C (-3.54378, 3.38866, 5.25868)  -0.205
H (-4.36376, 3.16833, 7.27550)  0.112
H (-3.40234, 1.79833, 6.70736)  0.114
H (-2.36472, 4.55843, 7.46348)  0.114
H (-1.75830, 3.00586, 8.05065)  0.112
H (-0.79036, 2.47671, 5.89449)  0.117
H (-0.57331, 4.23759, 5.90923)  0.117
H (-4.02764, 4.36943, 5.19987)  0.117
H (-4.06879, 2.70252, 4.59268)  0.116